(1)
Formula: C14H36BClNO7S4
Source: OMol25
Level of theory: wB97M-V/def2-TZVPD

```
64
Properties=species:S:1:pos:R:3:forces:R:3:mulliken_charge:R:1
C -3.49854 6.54383 -1.87662 0.4 -0.2 -0.1 -1.389
C -1.95684 6.50063 -1.76465 -0.3 0.0 0.4 0.402
N -1.30037 7.54840 -2.54663 -0.2 -0.5 0.1 -0.432
C -0.50040 7.07829 -3.68640 0.4 0.9 -0.9 -0.196
C 1.01429 6.80242 -3.43440 0.0 0.0 0.0 -0.549
O 1.31960 5.79422 -4.35280 0.2 -0.3 0.3 -0.714
B 0.11138 4.92042 -4.17017 -0.2 0.5 0.2 1.249
C -0.03273 3.67625 -5.18374 0.4 0.1 0.0 -0.815
C 0.47195 2.29237 -4.71940 -0.5 0.2 -0.2 -0.541
C 0.21066 1.94319 -3.24962 0.3 -0.6 -0.2 -0.643
C 1.30366 2.33093 -2.26734 -0.2 0.5 0.1 -0.436
S 2.89941 1.59967 -2.58890 -0.1 -0.6 0.6 1.125
O 2.81049 0.49577 -3.49523 0.0 0.1 -0.3 -0.571
O 3.56344 1.35660 -1.34109 0.1 0.4 0.1 -0.610
Cl 3.95061 3.10417 -3.49110 -0.1 0.0 -0.2 -0.236
O -1.00410 5.95362 -4.31726 0.0 -0.4 0.5 -0.580
H -3.86470 5.63421 -2.35466 -0.1 0.0 0.0 0.320
H -3.96369 6.62998 -0.89307 -0.1 0.0 0.0 0.326
H -3.78059 7.39330 -2.49529 -0.1 0.0 0.0 0.351
H -1.60967 5.51139 -2.05259 0.1 0.1 -0.1 -0.366
H -1.69331 6.62222 -0.70880 0.1 0.0 0.0 0.441
H -0.73016 8.11938 -1.93924 0.2 0.0 -0.1 0.229
H -0.51664 7.90543 -4.41796 -0.1 0.1 0.1 0.285
H 1.22159 6.47216 -2.40206 -0.3 -0.1 0.1 0.224
H 1.61668 7.70739 -3.58308 0.0 0.0 -0.3 0.316
H 0.10259 4.62820 -2.95508 0.0 -0.4 -0.1 -0.527
H 0.53402 3.93240 -6.08712 -0.2 0.0 -0.1 0.232
H -1.07966 3.58697 -5.48822 -0.1 0.0 0.1 0.227
H -0.04591 1.52910 -5.31014 0.1 -0.1 0.0 0.327
H 1.52521 2.16995 -4.97187 0.1 0.0 0.1 0.280
H 0.07728 0.86043 -3.15960 0.0 0.0 0.0 0.362
H -0.72269 2.39685 -2.91501 0.1 0.2 0.1 0.393
H 1.08179 1.99308 -1.25274 0.0 -0.1 0.0 0.306
H 1.44366 3.41327 -2.23499 0.1 0.0 -0.1 0.229
C 1.37336 -0.87838 2.17109 0.0 0.0 0.1 -1.022
S 1.15702 -0.51845 0.42288 0.0 0.0 -0.1 0.751
O -0.06692 0.32642 0.31041 0.0 0.0 0.0 -0.663
C 0.68142 -2.18298 -0.03798 0.0 0.0 -0.1 -0.818
H 1.63130 0.05446 2.66857 0.0 0.0 0.0 0.351
H 0.44411 -1.27697 2.57826 0.0 0.0 0.0 0.205
H 2.18187 -1.59874 2.29241 0.0 0.0 0.0 0.366
H -0.19168 -2.48524 0.53332 0.0 0.0 0.0 0.058
H 1.50688 -2.86552 0.15804 0.0 0.0 0.0 0.355
H 0.45217 -2.17882 -1.10224 0.0 0.1 0.0 0.377
C -1.35071 -5.85446 3.84492 -0.1 0.1 -0.1 -0.893
S -1.51395 -5.04059 2.25593 0.0 0.0 0.0 0.431
O -0.16261 -4.53369 1.88734 0.0 0.0 0.1 -0.551
C -2.44910 -3.62306 2.84388 0.0 0.0 0.0 -0.983
H -0.75076 -6.74619 3.70824 0.0 0.0 0.0 0.258
H -0.85388 -5.18959 4.54977 0.0 0.0 0.0 0.317
H -2.33893 -6.13369 4.21086 0.0 0.0 0.0 0.411
H -1.87498 -3.10604 3.61290 0.0 0.0 0.0 0.265
H -3.40603 -3.96187 3.24068 0.0 0.0 0.0 0.416
H -2.61774 -2.95756 1.99937 0.0 0.0 0.0 0.345
C 1.37304 -8.84692 7.71871 0.0 0.0 0.1 -0.963
S 1.19011 -8.56424 5.95418 0.0 0.0 0.0 0.498
O -0.00361 -7.69398 5.78133 0.0 -0.1 0.1 -0.563
C 0.67426 -10.23573 5.54528 0.0 -0.1 0.0 -0.924
H 1.64986 -7.89954 8.17577 0.0 0.0 0.0 0.311
H 0.42612 -9.19493 8.13101 0.0 0.0 0.0 0.307
H 2.16129 -9.58029 7.88819 0.0 0.0 0.0 0.373
H -0.22406 -10.48678 6.10901 0.0 0.0 0.0 0.300
H 1.48198 -10.93018 5.77592 0.0 0.0 0.0 0.358
H 0.46189 -10.26295 4.47881 0.0 0.0 0.0 0.310
```
Positions in Å, forces in eV/Å.

Results
Kohn-Sham gap, eV: 5.847
Charge: -1
HOMO, eV: -4.423

---

(2)
Formula: C26H26AsFeN5O2S
Source: OMol25
Level of theory: wB97M-V/def2-TZVPD

```
62
Properties=species:S:1:pos:R:3:forces:R:3:mulliken_charge:R:1
Fe -0.21522 0.06157 -0.22756 -0.9 0.0 -1.0 -0.833
C -0.69429 -5.55529 0.52282 0.0 0.1 0.0 -0.390
C 0.45455 -4.86402 0.15773 0.0 0.0 0.0 -0.761
C 0.55492 -3.49492 0.36435 0.1 0.0 0.0 -0.259
C -0.48195 -2.77972 0.97133 0.6 0.1 0.0 -0.923
C -1.63356 -3.48407 1.34154 -0.1 0.0 0.0 0.513
C -1.73707 -4.84901 1.11544 0.0 0.0 0.0 -0.906
N -0.34386 -1.40058 1.15662 -0.2 0.1 0.1 0.599
C -0.80594 -0.85684 2.29856 -0.1 0.0 0.1 0.035
C -0.79216 -1.49047 3.57785 0.0 0.0 -0.2 -0.379
C -1.23609 -0.82042 4.67623 -0.1 0.2 0.2 -0.534
C -1.74719 0.50780 4.60570 0.1 -0.3 0.2 -0.648
C -1.79315 1.14308 3.40648 0.0 0.0 -0.3 -0.778
C -1.33118 0.46688 2.25740 0.0 -0.2 -0.1 0.848
N -1.32807 0.98169 0.98774 0.1 -0.1 0.5 1.997
N -1.80659 2.12582 0.74719 0.1 0.3 -0.7 -1.662
C -1.51744 2.49313 -0.58700 -0.3 0.0 0.4 0.168
C -2.01097 3.70248 -1.05594 -0.1 0.2 -0.1 -0.571
C -1.69955 4.09693 -2.34151 -0.1 0.1 0.1 -0.265
C -0.90220 3.27724 -3.12752 0.1 -0.1 0.0 -0.828
C -0.45499 2.08848 -2.58484 0.0 -0.1 0.0 -0.134
N -0.75725 1.69504 -1.34948 0.3 0.0 0.4 0.261
H -0.76931 -6.62397 0.36564 0.0 0.0 0.0 0.399
H 1.28995 -5.40124 -0.27775 0.0 0.0 0.0 0.394
H 1.45859 -2.95663 0.09958 0.0 0.0 0.0 0.394
H -2.45448 -2.94193 1.79628 0.0 0.0 0.0 0.466
H -2.64263 -5.36863 1.40772 0.0 0.0 0.0 0.410
H -0.38362 -2.48882 3.66390 0.0 0.0 0.0 0.490
H -1.17642 -1.30774 5.64330 0.0 0.0 0.0 0.393
H -2.08119 1.00984 5.50367 0.0 0.0 0.0 0.396
H -2.16473 2.15438 3.30863 0.0 0.0 0.0 0.454
H -2.61805 4.30231 -0.39164 0.0 0.0 0.0 0.519
H -2.07006 5.03755 -2.72941 0.0 0.0 0.0 0.393
H -0.62109 3.55498 -4.13353 0.0 0.0 0.0 0.437
H 0.17098 1.41844 -3.15963 0.0 0.0 0.0 0.325
O 2.71642 -0.30792 1.58302 0.2 0.2 0.1 -0.672
C 2.13671 0.22168 0.65867 0.0 0.3 0.0 0.311
O 1.25323 1.17321 0.64685 0.1 -1.0 0.1 -0.559
C 2.40237 -0.25083 -0.76308 0.0 0.0 -0.1 0.686
C 3.65325 -0.28863 -1.35851 0.0 -0.1 0.1 -0.919
C 3.73546 -0.60489 -2.70046 0.1 0.0 -0.1 -0.342
C 2.56996 -0.88480 -3.40276 0.0 0.0 0.0 -1.226
C 1.36513 -0.83725 -2.72972 -0.1 -0.1 0.0 -0.674
N 1.27654 -0.53037 -1.43756 0.4 0.2 0.2 0.499
H 4.52840 -0.06749 -0.76255 0.0 0.0 0.0 0.544
H 4.69459 -0.62401 -3.20329 0.0 0.0 0.0 0.413
H 2.59134 -1.12947 -4.45607 0.0 0.0 0.0 0.464
H 0.42611 -1.02761 -3.22956 -0.1 0.0 -0.1 1.013
C -3.72787 -3.76500 -2.32136 -0.1 -0.1 0.0 -0.993
As -2.30221 -2.58290 -2.80852 0.0 0.0 0.1 0.852
C -0.82155 -3.76451 -3.11676 0.0 0.0 0.1 -0.650
C -2.75360 -1.94867 -4.56686 0.0 0.0 -0.1 -1.160
S -2.19682 -1.01130 -1.43189 0.0 0.2 0.1 -0.509
H -3.90208 -4.48750 -3.11758 0.0 0.0 0.0 0.409
H -4.61843 -3.16707 -2.14475 0.0 0.0 0.0 0.358
H -3.44007 -4.26951 -1.40022 0.0 0.0 0.0 0.236
H -1.21315 -4.63788 -3.63818 0.0 0.0 0.0 0.454
H -0.40321 -4.05460 -2.15795 0.1 -0.1 0.1 -0.073
H -0.06354 -3.28017 -3.72406 0.1 0.0 0.0 0.391
H -3.02870 -2.78561 -5.20849 0.0 0.0 0.0 0.391
H -1.89456 -1.42657 -4.98390 0.0 0.0 0.0 0.368
H -3.58302 -1.25217 -4.47295 0.0 0.0 0.0 0.369
```
Positions in Å, forces in eV/Å.

Results
Kohn-Sham gap (alpha / beta), eV: 5.958 / 5.962
Relative energy (zero: lowest compared OMol25 entry of this formula, charge and spin), kJ/mol: 5.9
HOMO (alpha / beta), eV: -6.459 / -6.447

---

(3)
Formula: C4H5NO
Source: OMol25
Level of theory: wB97M-V/def2-TZVPD

```
11
Properties=species:S:1:pos:R:3:forces:R:3:mulliken_charge:R:1
H -1.23887 0.35532 -2.54824 0.2 0.1 -0.4 0.259
N -1.32582 -0.30981 -1.79237 0.2 0.4 0.1 -0.673
C -0.57690 -0.02917 -0.81383 -0.9 0.2 -0.1 0.355
C -0.58680 -0.79897 0.41368 -0.9 1.2 -1.3 -0.122
C 0.37122 -0.47031 1.26154 0.2 0.5 -1.3 -0.491
C 1.02974 0.83203 0.59735 -0.1 -0.7 0.4 -0.161
O 0.33601 0.97450 -0.66617 -0.1 -0.3 0.0 -0.387
H -1.25662 -1.59614 0.58814 -0.7 -0.8 -0.3 0.426
H 0.31955 -1.57300 1.43795 2.5 0.7 2.4 0.327
H 2.10571 0.84444 0.37219 -0.3 -0.5 0.2 0.246
H 0.82278 1.77112 1.14976 0.0 -0.8 0.1 0.222
```
Positions in Å, forces in eV/Å.

Results
Kohn-Sham gap, eV: 10.379
Relative energy (zero: lowest compared OMol25 entry of this formula, charge and spin), kJ/mol: 300.6
HOMO, eV: -9.605
Structure (SMILES): [H]/N=C1/C=CCO1

---

Result set for E: -87463.815; -144991.221; -7763.411 eV, one per record in the order listed.